[1]
Molecular formula: C45H70N10O3
Method: DFT, ωB97M-V/def2-TZVPD

```
128
C45H70N10O3, DFT ωB97M-V/def2-TZVPD
O 0.109 17.495 -24.417
C -0.721 18.265 -24.817
O -1.584 18.917 -24.006
C -2.571 19.595 -24.818
C -1.824 19.758 -26.143
O -0.863 18.668 -26.084
H -3.545 19.122 -24.919
H -2.700 20.585 -24.387
H -1.320 20.714 -26.303
H -2.462 19.661 -27.020
C 4.063 15.660 -28.274
C 4.576 16.919 -28.557
C 3.999 18.027 -27.973
N 2.995 17.952 -27.097
C 2.447 16.761 -26.896
C 2.964 15.590 -27.443
H 4.525 14.756 -28.647
H 5.433 17.040 -29.208
H 4.393 19.023 -28.149
H 1.612 16.739 -26.203
H 2.479 14.656 -27.191
C -5.470 20.934 -19.956
C -4.484 20.032 -20.339
C -3.983 20.095 -21.621
N -4.368 21.006 -22.520
C -5.288 21.878 -22.135
C -5.951 21.805 -20.915
H -5.955 20.888 -18.990
H -4.129 19.290 -19.635
H -3.234 19.406 -21.999
H -5.619 22.642 -22.834
H -6.783 22.454 -20.678
C 1.195 26.160 -26.857
C 2.211 25.257 -26.170
C 1.635 24.571 -24.925
C 0.501 23.700 -25.234
N -0.381 23.024 -25.519
H 0.363 25.570 -27.252
H 1.629 26.739 -27.670
H 0.760 26.872 -26.151
H 2.977 25.937 -25.793
H 2.645 24.532 -26.853
H 1.373 25.335 -24.197
H 2.421 23.927 -24.525
C -2.828 15.981 -22.596
C -1.460 16.095 -21.900
C -0.455 15.107 -22.471
C -0.791 13.696 -22.283
N -1.044 12.585 -22.161
H -3.573 16.666 -22.190
H -3.235 15.003 -22.312
H -2.760 16.042 -23.680
H -1.684 15.893 -20.852
H -1.073 17.100 -22.050
H 0.477 15.209 -21.900
H -0.187 15.350 -23.495
C -4.370 25.010 -29.126
C -2.999 24.338 -29.110
C -2.460 24.076 -27.715
C -3.190 23.074 -26.938
N -3.778 22.299 -26.341
H -4.667 25.223 -30.153
H -4.346 25.931 -28.544
H -5.138 24.342 -28.729
H -2.292 25.033 -29.568
H -3.040 23.440 -29.724
H -2.545 24.978 -27.095
H -1.410 23.787 -27.724
C 4.115 19.633 -22.760
C 3.025 19.213 -23.727
C 2.314 20.281 -24.564
C 3.192 21.227 -25.244
N 3.909 21.928 -25.788
H 3.792 20.141 -21.851
H 4.898 20.224 -23.241
H 4.647 18.726 -22.458
H 2.277 18.575 -23.261
H 3.514 18.614 -24.505
H 1.642 20.856 -23.916
H 1.731 19.752 -25.321
C 1.702 21.198 -28.393
C 0.575 20.295 -28.856
C 1.011 19.329 -29.960
C 1.154 19.975 -31.275
N 1.274 20.460 -32.294
H 2.135 21.741 -29.240
H 2.498 20.557 -28.012
H 1.368 21.927 -27.659
H -0.333 20.820 -29.136
H 0.294 19.617 -28.043
H 0.270 18.539 -30.080
H 1.992 18.901 -29.749
C -2.165 16.023 -27.415
C -1.890 14.901 -26.426
C -0.846 13.950 -27.015
C -1.306 13.331 -28.262
N -1.643 12.870 -29.267
H -2.867 16.794 -27.088
H -2.610 15.669 -28.348
H -1.228 16.549 -27.614
H -2.801 14.347 -26.199
H -1.498 15.326 -25.503
H -0.494 13.189 -26.321
H 0.026 14.539 -27.321
C -5.930 17.734 -28.627
C -6.277 18.665 -29.810
C -5.083 18.823 -30.737
C -4.110 19.753 -30.160
N -3.345 20.483 -29.728
H -6.792 17.630 -27.971
H -5.048 17.989 -28.047
H -5.781 16.736 -29.058
H -6.630 19.605 -29.389
H -7.109 18.172 -30.311
H -5.298 19.203 -31.739
H -4.567 17.871 -30.893
C -7.818 22.617 -27.347
C -7.183 21.250 -27.137
C -6.786 21.021 -25.673
C -6.292 19.655 -25.512
N -5.924 18.581 -25.444
H -7.157 23.392 -26.940
H -8.729 22.710 -26.750
H -8.012 22.834 -28.393
H -6.315 21.106 -27.781
H -7.924 20.476 -27.364
H -7.672 21.146 -25.048
H -5.978 21.682 -25.361
```

Kohn-Sham gap	10.4	eV
strongest force on any atom	2.0	eV/Å
total energy	-2529.9322	Ha
highest occupied orbital energy	-9.94	eV
structure (SMILES)	O=C1OCCO1.c1ccncc1.c1ccncc1.CCCC#N.CCCC#N.CCCC#N.CCCC#N.CCCC#N.CCCC#N.CCCC#N.CCCC#N
molecular weight	799.12	g/mol

[2]
Molecular formula: C45H71BrGeN3O4SeW
Method: DFT, ωB97M-V/def2-TZVPD

```
127
C45H71BrGeN3O4SeW, DFT ωB97M-V/def2-TZVPD
W 0.024 0.683 0.125
C -3.196 -0.601 -0.703
N -2.223 -0.893 0.368
C -2.921 -0.618 1.635
C -1.841 -2.314 0.342
C -0.437 -2.505 0.859
N 0.570 -1.754 0.071
C 1.911 -2.039 0.669
C 2.351 -1.233 1.849
C 2.775 -1.835 3.023
C 3.385 -1.079 4.014
C 3.623 0.265 3.729
C 3.231 0.911 2.557
C 2.517 0.126 1.647
O 1.902 0.628 0.514
C 3.632 2.372 2.304
C 2.406 3.293 2.308
C 4.597 2.898 3.370
C 4.358 2.457 0.954
C 3.839 -1.656 5.355
C 3.152 -0.888 6.494
C 3.480 -3.135 5.486
C 5.361 -1.507 5.488
C 0.695 -2.304 -1.314
C -0.349 -2.028 -2.359
C -0.844 -3.038 -3.155
C -1.683 -2.745 -4.233
C -1.942 -1.407 -4.484
C -1.481 -0.340 -3.694
C -0.705 -0.707 -2.603
O -0.253 0.159 -1.651
C -1.892 1.072 -4.145
C -3.425 1.173 -4.198
C -1.312 1.306 -5.548
C -1.398 2.202 -3.244
C -2.282 -3.878 -5.065
C -3.154 -4.747 -4.147
C -3.152 -3.357 -6.208
C -1.156 -4.735 -5.658
H -4.136 -1.133 -0.517
H -2.813 -0.911 -1.668
H -3.402 0.469 -0.717
H -3.115 0.446 1.723
H -3.877 -1.153 1.643
H -2.326 -0.958 2.481
H -1.927 -2.684 -0.678
H -2.523 -2.908 0.959
H -0.190 -3.574 0.827
H -0.354 -2.170 1.895
H 2.639 -1.851 -0.117
H 1.958 -3.106 0.906
H 2.636 -2.904 3.139
H 4.155 0.845 4.469
H 1.947 3.326 3.298
H 1.646 2.954 1.610
H 2.708 4.309 2.037
H 4.126 2.976 4.353
H 4.920 3.901 3.083
H 5.490 2.277 3.458
H 3.778 2.006 0.152
H 5.317 1.937 1.004
H 4.555 3.502 0.699
H 2.065 -0.974 6.420
H 3.411 0.173 6.479
H 3.460 -1.294 7.460
H 2.402 -3.298 5.399
H 3.789 -3.496 6.468
H 3.988 -3.745 4.736
H 5.666 -0.459 5.494
H 5.875 -2.004 4.662
H 5.702 -1.958 6.423
H 0.840 -3.386 -1.231
H 1.624 -1.883 -1.699
H -0.556 -4.062 -2.941
H -2.547 -1.156 -5.342
H -3.878 0.375 -4.786
H -3.713 2.125 -4.650
H -3.852 1.135 -3.193
H -1.739 0.629 -6.289
H -0.229 1.167 -5.548
H -1.528 2.328 -5.870
H -1.765 2.088 -2.227
H -1.781 3.147 -3.637
H -0.308 2.257 -3.231
H -3.947 -4.153 -3.688
H -2.565 -5.205 -3.349
H -3.620 -5.551 -4.721
H -3.986 -2.754 -5.843
H -3.572 -4.202 -6.756
H -2.575 -2.759 -6.918
H -0.551 -5.206 -4.880
H -0.494 -4.132 -6.283
H -1.576 -5.531 -6.276
Br 2.584 1.539 -2.323
C 1.687 2.884 -1.376
C 2.097 4.198 -1.582
C 1.363 5.224 -1.034
C 0.183 4.933 -0.359
C -0.156 3.621 -0.202
N 0.614 2.609 -0.627
C -1.485 3.152 0.354
O -2.349 3.882 0.751
O -1.550 1.839 0.276
H 2.970 4.388 -2.189
H 1.683 6.250 -1.169
H -0.479 5.696 0.029
C -3.448 -1.353 5.689
Ge -2.161 -2.759 5.300
C -1.949 -3.884 6.876
C -2.790 -3.874 3.825
C -0.456 -1.977 4.834
Se -0.167 0.644 2.607
C -1.645 1.679 3.314
H -4.353 -1.787 6.115
H -3.729 -0.801 4.789
H -3.035 -0.648 6.413
H -2.926 -4.253 7.193
H -1.508 -3.319 7.698
H -1.307 -4.738 6.659
H -3.387 -3.295 3.117
H -1.948 -4.321 3.292
H -3.413 -4.681 4.212
H 0.319 -2.541 4.321
H -0.112 -1.033 5.244
H -2.278 1.009 3.892
H -2.225 2.176 2.547
H -1.189 2.413 3.974
```

Kohn-Sham gap (alpha / beta)	6.3 / 6.9	eV
2S+1	3
strongest force on any atom	2.7	eV/Å
total energy	-9341.8372	Ha
total charge	+1
highest occupied orbital energy (alpha / beta)	-10.12 / -10.60	eV
molecular weight	1133.39	g/mol
⟨S²⟩	2.02